No. 1
{"formula": "C7H11N5", "method": "ωB97M-V/def2-TZVPD", "largest_force_ev_per_a": 4.563, "homo_lumo_gap_ev": 9.9, "charge": 2, "spin_multiplicity": 1, "e_above_lowest_kcal_mol": 51.39, "species": ["C", "N", "C", "N", "C", "C", "C", "N", "C", "N", "C", "N", "H", "H", "H", "H", "H", "H", "H", "H", "H", "H", "H"], "xyz": [[-2.3687, -1.3945, -1.1827], [-0.9828, -0.9685, -0.9347], [-0.1247, -0.7030, -1.8567], [1.0284, -0.1834, -1.3759], [0.9732, -0.0949, -0.0007], [0.7842, -1.4789, 0.6920], [-0.4709, -0.6216, 0.3557], [-1.2617, 0.0765, 1.2475], [-0.9004, 1.1411, 1.8021], [0.3851, 1.7630, 1.7088], [1.3670, 1.4590, 0.8438], [2.3890, 2.2280, 0.6273], [-2.9473, -0.8774, -1.8858], [-2.3682, -2.4217, -1.7416], [-2.8913, -1.2623, -0.1639], [-0.3269, -0.8690, -2.8116], [1.7940, -0.2671, -2.0338], [0.9993, -2.3348, 0.1232], [1.1344, -1.6161, 1.6666], [-1.5428, 1.7381, 2.5166], [0.3340, 2.5788, 2.2607], [3.2106, 1.8421, 0.1695], [2.4080, 3.0876, 1.2337]], "nbo_charge": [-0.457, -0.287, 0.405, -0.557, 0.090, -0.374, 0.268, -0.397, 0.332, -0.590, 0.607, -0.684, 0.253, 0.264, 0.275, 0.243, 0.459, 0.266, 0.273, 0.249, 0.444, 0.463, 0.455]}

=====

No. 2
{"formula": "C7H11NO", "method": "ωB97M-V/def2-TZVPD", "largest_force_ev_per_a": 5.363, "homo_lumo_gap_ev": 9.2, "spin_multiplicity": 1, "e_above_lowest_kcal_mol": 96.56, "species": ["C", "C", "C", "C", "C", "C", "C", "H", "H", "H", "H", "H", "H", "H", "H", "H", "H", "H", "N", "O"], "xyz": [[-0.4230, -1.7433, 1.2495], [-0.0548, -0.6072, 0.3150], [0.4490, 1.3348, -0.0820], [1.4105, 0.0333, 0.1514], [-0.2437, 0.9693, -1.3667], [-1.7050, 0.5423, -1.3366], [-0.5528, -0.3926, -1.0445], [-0.4037, -2.6517, 0.5669], [-1.4454, -1.5552, 1.6850], [0.4150, -1.7467, 2.1057], [0.0543, 0.7558, 1.8317], [0.8948, 2.3626, 0.0543], [2.0177, -0.2311, -0.6712], [2.8712, 0.5589, 1.3159], [0.0659, 1.2593, -2.3912], [-2.3816, 0.4484, -2.2144], [-2.3048, 1.0549, -0.6261], [-0.1746, -1.1594, -1.8273], [-0.4553, 0.7136, 0.9198], [1.9664, 0.0541, 1.3648]], "nbo_charge": [-0.631, 0.089, -0.083, 0.098, -0.267, -0.427, -0.236, 0.218, 0.237, 0.232, 0.368, 0.200, 0.154, 0.482, 0.226, 0.223, 0.238, 0.221, -0.629, -0.713]}

=====

No. 3
{"formula": "C7H11NO", "method": "ωB97M-V/def2-TZVPD", "largest_force_ev_per_a": 8.850, "homo_lumo_gap_ev": 8.2, "spin_multiplicity": 1, "e_above_lowest_kcal_mol": 225.30, "species": ["C", "C", "C", "C", "C", "C", "C", "H", "H", "H", "H", "H", "H", "H", "H", "H", "H", "H", "N", "O"], "xyz": [[3.4767, 0.7803, 0.0455], [2.0417, 0.4361, -0.3972], [0.8855, 0.9351, 0.1786], [-0.3571, 0.4339, -0.0692], [-1.5331, 1.2242, -0.0815], [-0.7166, -0.8999, -0.0126], [0.3971, -1.8928, 0.2176], [4.7314, 0.0038, -0.8046], [3.5154, 0.1272, 1.3815], [3.4992, 2.1788, -0.2567], [1.7193, -0.4690, -0.8352], [1.2323, 1.9148, 0.7657], [-1.2792, 2.3921, -0.2375], [1.1488, -1.4431, 0.9083], [-0.0649, -2.7301, 0.6527], [0.9167, -2.4833, -0.5713], [-2.6774, -0.5109, 0.2255], [-1.8190, -2.4886, -0.6251], [-1.9604, -1.3801, -0.1236], [-2.7956, 0.8835, 0.1218]], "nbo_charge": [-0.654, -0.268, -0.192, -0.389, 0.409, 0.362, -0.708, 0.208, 0.252, 0.266, 0.200, 0.208, 0.144, 0.250, 0.223, 0.240, 0.486, 0.404, -0.805, -0.636]}